(1)
Density functional theory data (the ωB97M-V functional and the def2-TZVPD basis) for C13H21N3O3S in the gas phase in a non-equilibrium geometry.

highest occupied orbital energy	-0.2901	hartree
energy above the lowest of the compared OMol25 structures with the same formula, charge and spin	112.7	kcal per mole
E_LUMO	0.530	eV
total charge	0

Each line ends with the natural charge from an NBO analysis.
Cartesian coordinates (Å):
C1 0.35714 4.58422 1.15808  -0.24
O1 0.97518 3.55584 0.33378  -0.52
C2 0.57006 2.30276 0.59053  0.34
C3 -0.73326 1.97198 0.37746  -0.29
C4 -1.19927 0.71080 0.76702  0.07
C5 -2.67122 0.43125 0.79881  -0.66
C6 -0.32902 -0.32153 1.16275  -0.41
S1 -0.78202 -2.06952 1.16267  2.24
O2 0.30319 -3.01364 1.53412  -0.93
O3 -2.01070 -2.29679 1.93652  -0.94
N1 -1.21326 -2.42059 -0.40996  -0.83
C7 -0.12043 -2.45995 -1.28457  0.06
C8 -0.76373 -3.19930 -2.55264  -0.42
C9 -1.06311 -2.04220 -3.56739  -0.24
N2 -0.23132 -0.99900 -3.16245  -0.48
N3 0.00593 -1.08107 -1.75134  -0.53
C10 1.00327 0.03703 1.34495  0.14
C11 1.99397 -0.95942 1.95040  -0.65
C12 1.47111 1.33611 1.05117  -0.11
C13 2.93792 1.86285 1.31619  -0.64
H1 -0.20138 4.14083 1.97161  0.19
H2 1.08609 5.17392 1.57928  0.19
H3 -0.39058 5.16628 0.54861  0.18
H4 -1.47678 2.69061 -0.05930  0.22
H5 -3.01236 0.12217 -0.22234  0.21
H6 -2.90630 -0.27130 1.58632  0.27
H7 -3.12518 1.39024 1.00430  0.22
H8 -1.69636 -1.55809 -0.70757  0.40
H9 0.82919 -2.78491 -0.80338  0.24
H10 -1.70451 -3.75644 -2.20902  0.24
H11 -0.03188 -3.92244 -2.98581  0.22
H12 -0.80715 -2.24136 -4.61873  0.22
H13 -2.05206 -1.62061 -3.36363  0.17
H14 -0.61466 -0.09537 -3.40486  0.36
H15 0.89767 -0.72227 -1.42040  0.37
H16 1.50970 -1.38710 2.88159  0.24
H17 2.95810 -0.63050 2.20482  0.21
H18 2.11301 -1.69282 1.21799  0.23
H19 3.61869 1.07949 1.38814  0.21
H20 3.35100 2.46088 0.45984  0.23
H21 3.15530 2.52895 2.19642  0.22

(2)
Density functional theory data (the ωB97M-V functional and the def2-TZVPD basis) for 2 unconnected molecules or ions with the total composition C13H21NO3 in a non-equilibrium geometry.

highest occupied orbital energy	-0.3180	hartree
energy above the lowest of the compared OMol25 structures with the same formula, charge and spin	27.4	kcal per mole
E_LUMO	0.585	eV
total charge	0

Each line ends with the natural charge from an NBO analysis.
Cartesian coordinates (Å):
O1 2.44716 -3.27488 3.26906  -0.59
C1 2.37632 -3.12130 2.07933  0.89
O2 2.47085 -4.26234 1.26482  -0.72
N1 2.15245 -1.90210 1.42542  -0.65
C2 2.70743 -0.73353 2.13555  -0.23
C3 1.46734 0.19964 2.62048  -0.44
C4 0.12296 -0.54533 2.27845  0.02
C5 -0.50829 -0.27952 0.98590  -0.24
C6 -1.72022 -1.01105 0.67236  -0.20
C7 -2.24398 -1.95015 1.64107  -0.24
C8 -1.63113 -2.20144 2.92985  -0.21
C9 -0.41343 -1.47718 3.25148  -0.23
H1 1.60143 -4.34344 0.82273  0.49
H2 2.40708 -1.93206 0.44023  0.40
H3 3.35682 -0.11804 1.45507  0.20
H4 3.31101 -0.98904 3.03462  0.23
H5 1.53012 0.37721 3.72249  0.22
H6 1.49036 1.15028 2.03534  0.21
H7 -0.00230 0.45024 0.32291  0.23
H8 -2.20336 -0.85264 -0.31494  0.22
H9 -3.16053 -2.53126 1.38125  0.21
H10 -2.03322 -2.91825 3.67593  0.22
H11 0.14825 -1.60334 4.20852  0.23
C10 -1.40257 1.23290 -4.49631  -0.64
C11 -1.81410 1.31255 -3.03595  -0.06
O3 -0.71720 1.38828 -2.13881  -0.54
C12 0.14804 2.50236 -2.29433  -0.06
C13 -0.54623 3.84185 -2.11895  -0.65
H12 -0.75390 0.36935 -4.66324  0.21
H13 -2.28356 1.13942 -5.13439  0.22
H14 -0.85330 2.12026 -4.81446  0.20
H15 -2.36319 0.40587 -2.77466  0.19
H16 -2.50034 2.14868 -2.86690  0.16
H17 0.66228 2.44955 -3.25992  0.16
H18 0.92083 2.40142 -1.52844  0.18
H19 -1.32623 3.99929 -2.86555  0.20
H20 0.17424 4.65679 -2.21052  0.22
H21 -1.01791 3.90095 -1.13551  0.21

(3)
Density functional theory data (the ωB97M-V functional and the def2-TZVPD basis) for C13H21NO3 in the gas phase in a non-equilibrium geometry.

highest occupied orbital energy	-0.3060	hartree
energy above the lowest of the compared OMol25 structures with the same formula, charge and spin	80.4	kcal per mole
E_LUMO	0.575	eV
total charge	0

Each line ends with the natural charge from an NBO analysis.
Cartesian coordinates (Å):
H1 0.46472 1.66560 3.06327  0.32
N1 -0.38290 1.39231 3.56354  -0.62
C1 -1.31770 1.18127 2.72163  0.32
C2 -2.65410 0.74650 3.25847  -0.68
C3 -1.14989 1.33005 1.22758  -0.53
C4 -1.57455 0.09309 0.40037  0.11
O1 -2.44978 0.44892 -0.65623  -0.51
C5 -1.61504 0.87040 -1.70077  -0.07
C6 -0.38226 -0.06932 -1.75559  -0.23
C7 0.83301 0.76144 -2.19376  -0.44
C8 1.86983 -0.00993 -3.01586  -0.08
O2 2.94320 -0.54241 -2.22821  -0.51
C9 3.76660 0.37591 -1.71199  0.64
O3 4.39158 0.17843 -0.71151  -0.55
C10 -0.42695 -0.63531 -0.31934  -0.24
C11 0.86474 -0.90686 0.45459  -0.47
C12 0.72036 -2.08804 1.39078  -0.14
C13 0.33379 -3.33106 0.99596  -0.44
H2 -3.38303 1.55615 3.17780  0.23
H3 -3.04953 -0.11365 2.72362  0.22
H4 -2.54070 0.51809 4.31444  0.24
H5 -1.82469 2.13998 0.92871  0.24
H6 -0.13565 1.65019 0.98823  0.21
H7 -1.98125 -0.63753 1.09560  0.20
H8 -2.10958 0.87007 -2.67480  0.19
H9 -1.28403 1.91255 -1.58313  0.16
H10 -0.55415 -0.86240 -2.48037  0.21
H11 1.30450 1.28780 -1.36184  0.22
H12 0.45729 1.53701 -2.86920  0.21
H13 2.24716 0.61252 -3.83156  0.18
H14 1.39708 -0.86705 -3.49063  0.20
H15 3.87814 1.32601 -2.25542  0.10
H16 -0.84178 -1.63685 -0.45544  0.23
H17 1.10075 -0.05110 1.09306  0.21
H18 1.72914 -1.03027 -0.20622  0.25
H19 0.98871 -1.93196 2.43565  0.21
H20 0.85951 -3.87532 0.21206  0.20
H21 -0.49256 -3.86523 1.45650  0.20

(4)
Density functional theory data (the ωB97M-V functional and the def2-TZVPD basis) for a molecular structure, C13H21O10Rb2 in a non-equilibrium geometry.

highest occupied orbital energy	-0.3975	hartree
energy above the lowest of the compared OMol25 structures with the same formula, charge and spin	17.6	kcal per mole
E_LUMO	-4.020	eV
total charge	+1

Each line ends with the natural charge from an NBO analysis.
Cartesian coordinates (Å):
Rb1 13.09279 1.90340 -17.87268  0.98
Rb2 15.17658 2.76870 -21.21185  0.99
C1 14.65108 5.48816 -18.47345  -0.21
O1 14.67100 4.14708 -18.81227  -1.12
H1 14.72603 5.65309 -17.38627  0.14
H2 15.52360 6.01762 -18.90022  0.12
H3 13.75118 6.00848 -18.85258  0.11
C2 16.78711 8.64208 -19.23983  -0.63
C3 16.52530 8.15444 -20.63703  0.07
C4 15.11114 8.48256 -21.15598  -0.09
O2 15.33902 9.34859 -22.26026  -0.49
C5 16.66620 9.58685 -22.43143  0.97
O3 17.09894 10.29849 -23.26837  -0.55
O4 17.39352 8.91478 -21.51881  -0.49
H4 16.59183 9.70934 -19.14509  0.22
H5 17.80486 8.42349 -18.91991  0.24
H6 16.13531 8.13295 -18.52179  0.22
H7 16.79974 7.11992 -20.83574  0.18
H8 14.53690 9.03053 -20.40712  0.18
H9 14.57227 7.56442 -21.39053  0.18
C6 12.38221 10.35569 -17.54034  -0.64
C7 11.12038 9.73880 -18.05033  0.05
C8 11.27882 8.35494 -18.68875  -0.09
O5 10.54025 7.49432 -17.76692  -0.51
C9 9.90570 8.23748 -16.84470  0.98
O6 9.22947 7.76970 -15.98740  -0.59
O7 10.17248 9.54907 -17.00315  -0.47
H10 12.26615 11.30156 -17.01971  0.25
H11 13.09034 10.57537 -18.35282  0.22
H12 12.98785 9.65454 -16.95061  0.21
H13 10.68517 10.39675 -18.80707  0.20
H14 12.30096 7.98300 -18.73034  0.20
H15 10.76649 8.20193 -19.63521  0.20
C10 12.31601 6.54534 -15.00193  -0.63
C11 11.36062 5.51592 -14.40623  0.07
C12 10.56114 4.72757 -15.43036  -0.10
O8 11.45213 3.61631 -15.71275  -0.55
C13 12.24714 3.42983 -14.62692  0.97
O9 12.91541 2.46079 -14.44790  -0.61
O10 12.18233 4.47536 -13.80553  -0.47
H16 13.10789 6.75555 -14.28854  0.24
H17 11.75818 7.46471 -15.16692  0.22
H18 12.70834 6.15135 -15.93997  0.21
H19 10.77696 5.99324 -13.62578  0.22
H20 10.37105 5.28077 -16.34449  0.23
H21 9.63818 4.32282 -15.01828  0.20

(5)
Density functional theory data (the ωB97M-V functional and the def2-TZVPD basis) for a molecular structure, C13H22Br2NiSb2.

highest occupied orbital energy (spin up / spin down)	-0.5422 / -0.5348	hartree
E_LUMO (spin up / spin down)	-5.995 / -9.355	eV
spin multiplicity	3
total charge	+2

Each line ends with the Mulliken spin population.
Cartesian coordinates (Å):
Ni1 0.73002 2.18338 -0.47365  0.96
C1 2.90858 -1.14556 0.42637  -0.01
Sb1 1.44858 0.28848 0.97568  0.03
C2 2.16733 0.77678 2.90723  0.00
C3 -0.18401 -1.03965 1.62090  0.00
C4 -0.65300 -1.94070 0.54464  0.15
C5 0.12223 -3.04863 0.20182  -0.04
C6 -0.25140 -3.91344 -0.80566  0.19
C7 -1.45680 -3.71616 -1.53361  0.03
C8 -2.26347 -2.68138 -1.20589  0.04
C9 -1.92463 -1.77911 -0.14557  0.18
C10 -2.89801 -0.80504 0.22738  0.12
Sb2 -2.93297 0.90413 -1.32913  0.24
C11 -1.06685 0.60526 -2.36296  0.00
C12 -2.13421 2.40900 -0.02213  0.02
H1 2.64285 -1.64484 -0.50366  0.00
H2 3.01486 -1.87128 1.23274  0.00
H3 3.85553 -0.61891 0.29505  0.00
H4 2.36924 -0.14459 3.45200  0.00
H5 1.43453 1.37395 3.44666  0.00
H6 3.08999 1.34458 2.79973  0.00
H7 -0.93992 -0.37416 2.03072  0.00
H8 0.28771 -1.59740 2.43463  0.01
H9 1.03216 -3.23904 0.75634  0.00
H10 0.37806 -4.76510 -1.03894  0.00
H11 -1.73756 -4.40716 -2.31947  0.00
H12 -3.20912 -2.54408 -1.72181  0.00
H13 -2.75808 -0.27542 1.16531  0.01
H14 -3.92498 -1.13010 0.07982  0.01
H15 -1.24229 0.26751 -3.38351  0.00
H16 -0.43313 -0.11930 -1.85696  0.00
H17 -0.58456 1.57601 -2.43839  0.00
H18 -2.69712 2.49520 0.90838  0.00
H19 -2.17338 3.36626 -0.54408  0.01
H20 -1.10430 2.17091 0.24788  -0.02
Br1 1.21143 4.40943 0.69573  0.02
C13 2.29560 4.79982 -0.86507  0.00
Br2 2.57998 3.15747 -1.85357  0.02
H21 3.25089 5.18812 -0.54769  0.00
H22 1.75021 5.48477 -1.49726  0.00